The following is a quantum chemistry calculation of a molecular structure, C18H15CoF6N5OS2Se, from the Open Molecules 2025 dataset.

## Properties
Total charge ... +1
ΔE to the lowest compared entry with this formula, charge and spin ... 231.9 kJ/mol
Multiplicity ... 5
HOMO (alpha / beta) ... -10.348 / -11.646 eV
Electronic energy ... -6223.4139 a.u.
HOMO-LUMO gap (alpha / beta) ... 6.02 / 6.21 eV

XYZ file:
```
49
Properties=species:S:1:pos:R:3:nbo_charge:R:1
Co 0.82 0.00 -0.62 1.187
C -4.16 -2.46 1.41 -0.745
S -3.96 -1.65 -0.20 0.333
C -2.34 -0.96 -0.08 -0.098
S -1.22 -2.17 0.49 0.685
N -2.21 0.25 -0.46 -0.297
N -0.95 0.81 -0.51 -0.313
C -0.97 2.09 -0.62 0.146
C 0.32 2.77 -0.67 0.121
C 0.48 4.14 -0.72 -0.188
C 1.77 4.65 -0.72 -0.125
C 2.84 3.78 -0.66 -0.219
C 2.61 2.41 -0.62 0.106
N 1.37 1.92 -0.63 -0.504
H -5.19 -2.80 1.41 0.256
H -4.02 -1.74 2.22 0.235
H -3.51 -3.32 1.53 0.230
H -1.91 2.62 -0.67 0.234
H -0.39 4.78 -0.76 0.244
H 1.93 5.72 -0.76 0.244
H 3.86 4.15 -0.65 0.248
H 3.40 1.68 -0.60 0.252
C 4.11 -1.78 -2.38 -0.633
C 2.80 -1.00 -2.32 0.091
O 2.56 -0.56 -1.03 -0.840
C 1.64 -1.92 -2.75 0.959
F 1.66 -2.29 -4.02 -0.295
F 1.62 -3.02 -1.99 -0.317
F 0.44 -1.28 -2.53 -0.353
C 2.89 0.21 -3.29 0.958
F 1.76 0.94 -3.29 -0.338
F 3.14 -0.14 -4.55 -0.306
F 3.88 1.04 -2.90 -0.326
H 4.06 -2.60 -1.68 0.239
H 4.93 -1.12 -2.09 0.239
H 4.31 -2.16 -3.38 0.235
Se -0.33 -5.21 -0.69 0.576
N 0.30 -1.57 0.38 -0.655
C 1.28 -2.29 1.11 0.137
C 2.22 -1.50 1.77 -0.163
C 3.21 -2.06 2.57 -0.213
C 3.27 -3.44 2.70 -0.170
C 2.36 -4.24 2.04 -0.175
C 1.35 -3.70 1.23 0.060
N 0.53 -4.61 0.62 -0.658
H 2.16 -0.43 1.67 0.212
H 3.92 -1.42 3.07 0.231
H 4.03 -3.89 3.32 0.233
H 2.40 -5.31 2.13 0.237
```

---

The following is a quantum chemistry calculation of a gas-phase ion, C7H12N4 (charge +2) in a non-equilibrium geometry, from the Open Molecules 2025 dataset.

## Properties
Total charge ... +2
ΔE to the lowest compared entry with this formula, charge and spin ... 637.0 kJ/mol
HOMO (alpha / beta) ... -15.538 / -15.811 eV
Electronic energy ... -492.1115 a.u.
HOMO-LUMO gap (alpha / beta) ... 6.10 / 6.72 eV

XYZ file:
```
23
Properties=species:S:1:pos:R:3:nbo_charge:R:1
C 0.36 2.77 -0.74 0.283
C -1.31 -1.00 -0.39 0.216
C -1.01 1.12 -1.61 0.432
C -0.05 -1.28 0.38 -0.285
C 0.63 0.98 0.86 0.335
C -2.52 -1.77 -0.04 -0.660
C 2.44 -0.60 0.89 -0.414
N 0.61 2.13 0.37 -0.337
N -1.36 0.06 -1.14 -0.270
N -0.67 2.39 -1.50 -0.485
N 1.05 -0.27 0.25 -0.429
H 0.84 3.64 -1.01 0.260
H -0.40 -1.39 1.49 0.284
H 0.32 -2.25 0.16 0.284
H 0.51 0.80 1.94 0.244
H -3.46 -1.15 -0.13 0.286
H -2.19 -2.41 0.89 0.251
H -2.67 -2.52 -0.73 0.271
H 3.27 -0.45 0.16 0.271
H 2.64 0.07 1.72 0.257
H 2.48 -1.60 1.23 0.261
H -0.89 2.93 -2.28 0.469
H 1.38 -0.21 -0.75 0.474
```

---

The following is a quantum chemistry calculation of 13 unconnected molecules or ions with the total composition C6H32O12 in a non-equilibrium geometry, from the Open Molecules 2025 dataset.

## Properties
ΔE to the lowest compared entry with this formula, charge and spin ... 572.3 kJ/mol
HOMO ... -8.583 eV
Electronic energy ... -1150.5146 a.u.
HOMO-LUMO gap ... 8.37 eV

XYZ file:
```
50
Properties=species:S:1:pos:R:3:nbo_charge:R:1
C -1.91 1.51 -0.80 -0.215
C -2.72 2.43 -0.27 -0.405
C 0.60 0.87 -0.76 -0.198
C -0.59 1.25 -0.18 -0.230
C 2.79 1.68 -0.86 -0.382
C 1.91 0.92 -0.17 -0.224
H -1.95 1.03 -1.80 0.189
H -3.75 2.67 -0.48 0.207
H -2.55 2.69 0.79 0.202
H 0.54 0.42 -1.80 0.171
H -0.61 1.37 0.91 0.213
H 2.53 2.33 -1.61 0.201
H 3.90 1.51 -0.40 0.205
H 2.18 0.21 0.52 0.229
H 1.11 -2.84 -0.68 0.498
H 1.84 -3.88 -1.56 0.479
O 1.34 -3.07 -1.61 -0.993
H -2.06 -1.51 -3.87 0.479
H -1.27 -2.48 -2.92 0.488
O -2.19 -2.36 -3.34 -0.960
H 1.25 -2.58 1.24 0.470
H -0.26 -2.46 1.35 0.493
O 0.50 -2.90 0.95 -0.958
H 0.26 -1.10 2.72 0.458
H -0.36 -0.33 3.86 0.487
O 0.49 -0.54 3.52 -0.944
H 2.95 -1.73 -0.10 0.504
H 3.69 -2.06 1.18 0.477
O 3.09 -1.38 0.80 -0.972
H -2.69 -2.22 1.26 0.529
H -2.16 -2.81 2.56 0.492
O -1.87 -2.26 1.86 -0.973
H 0.14 3.82 1.41 0.460
H 1.60 3.74 1.98 0.499
O 0.96 4.18 1.35 -0.961
H 1.82 1.61 3.53 0.479
H 1.32 0.97 2.25 0.480
O 1.53 1.79 2.61 -0.954
H -2.96 -2.13 -1.47 0.495
H -3.45 -0.64 -1.53 0.483
O -3.35 -1.42 -0.99 -0.979
H 1.96 -1.53 -2.33 0.495
H 3.01 -0.37 -2.48 0.473
O 2.86 -1.24 -2.18 -0.974
H -1.63 3.04 -2.87 0.494
H -0.57 1.98 -3.49 0.475
O -1.09 2.73 -3.57 -0.964
H -2.02 -0.52 2.39 0.481
H -3.11 0.39 2.83 0.466
O -2.19 0.39 2.71 -0.965
```

---

The following is a quantum chemistry calculation of 2 unconnected molecules or ions with the total composition C4H11N3O2 in a non-equilibrium geometry, from the Open Molecules 2025 dataset.

## Properties
ΔE to the lowest compared entry with this formula, charge and spin ... 132.7 kJ/mol
HOMO ... -9.217 eV
Electronic energy ... -473.7522 a.u.
HOMO-LUMO gap ... 9.87 eV

XYZ file:
```
20
Properties=species:S:1:pos:R:3:nbo_charge:R:1
C -1.08 -0.47 2.91 -0.444
N -0.60 -0.56 1.58 -0.544
C -1.35 -0.79 0.58 0.580
N -2.82 -0.62 0.84 -0.868
N -0.88 -1.30 -0.60 -0.823
H -1.31 -1.43 3.39 0.191
H -2.08 0.01 3.06 0.192
H -0.32 0.05 3.49 0.204
H -3.20 -1.40 1.39 0.377
H -3.28 -0.71 -0.07 0.360
H 0.13 -1.42 -0.49 0.396
H -1.03 -0.85 -1.48 0.385
C 2.41 1.45 -2.76 -0.732
C 2.32 0.88 -1.35 0.780
O 3.18 0.20 -0.87 -0.602
O 1.26 1.23 -0.58 -0.701
H 3.33 1.16 -3.36 0.251
H 2.49 2.53 -2.56 0.243
H 1.48 1.35 -3.40 0.238
H 1.36 0.72 0.28 0.519
```

---

The following is a quantum chemistry calculation of 2 unconnected molecules or ions with the total composition C4H6O4 in a non-equilibrium geometry, from the Open Molecules 2025 dataset.

## Properties
Total charge ... -2
ΔE to the lowest compared entry with this formula, charge and spin ... 87.1 kJ/mol
HOMO ... -0.999 eV
Electronic energy ... -456.9901 a.u.
HOMO-LUMO gap ... 7.80 eV

XYZ file:
```
14
Properties=species:S:1:pos:R:3:nbo_charge:R:1
C 1.49 0.96 -1.79 -0.741
C 1.90 -0.55 -1.78 0.755
O 3.14 -0.73 -1.60 -0.844
O 0.99 -1.39 -1.73 -0.746
H 0.55 1.11 -2.32 0.196
H 2.28 1.56 -2.26 0.172
H 1.50 1.24 -0.74 0.207
C -1.26 -0.32 2.22 -0.737
C -2.34 -0.35 1.13 0.749
O -2.17 -1.22 0.24 -0.755
O -3.25 0.52 1.19 -0.833
H -0.63 -1.21 2.15 0.206
H -1.60 -0.14 3.24 0.171
H -0.59 0.53 2.04 0.198
```

---

The following is a quantum chemistry calculation of 8 unconnected molecules or ions with the total composition C11H39ClNO8S, from the Open Molecules 2025 dataset.

## Properties
Total charge ... +1
HOMO ... -12.030 eV
Electronic energy ... -1957.1030 a.u.
HOMO-LUMO gap ... 7.42 eV

XYZ file:
```
61
Properties=species:S:1:pos:R:3:nbo_charge:R:1
C 0.68 -1.72 -0.17 -0.664
C 0.76 -1.17 -1.58 -0.081
O -0.09 0.07 -1.69 -0.687
S -1.39 -0.13 -2.55 1.247
Cl -1.70 1.73 -3.16 -0.049
C -2.69 -0.26 -1.29 -0.405
N -3.51 -1.43 -1.59 -0.613
C -2.73 -2.65 -1.86 -0.455
H 0.84 -2.80 -0.21 0.243
H -0.30 -1.55 0.27 0.218
H 1.41 -1.27 0.49 0.261
H 0.45 -1.89 -2.34 0.219
H 1.76 -0.82 -1.83 0.223
H -2.20 -0.24 -0.31 0.241
H -3.29 0.65 -1.37 0.260
H -4.03 -1.61 -0.74 0.389
H -3.43 -3.48 -1.96 0.255
H -2.03 -2.92 -1.05 0.188
H -2.19 -2.58 -2.81 0.194
C -2.63 2.64 2.08 -0.251
O -3.10 2.05 0.86 -0.738
H -3.11 2.11 2.89 0.194
H -1.55 2.55 2.18 0.161
H -2.91 3.70 2.14 0.182
H -2.71 2.56 0.15 0.457
C 2.09 3.33 -2.03 -0.251
O 0.83 3.63 -1.43 -0.725
H 2.82 3.96 -1.54 0.195
H 2.37 2.29 -1.88 0.154
H 2.09 3.55 -3.10 0.174
H 0.15 3.08 -1.84 0.454
C 1.23 -4.99 -2.33 -0.253
O -0.07 -4.40 -2.47 -0.755
H 1.89 -4.22 -1.92 0.174
H 1.22 -5.84 -1.65 0.180
H 1.63 -5.31 -3.30 0.184
H -0.65 -5.06 -2.84 0.476
C -2.82 -5.83 1.10 -0.251
O -3.02 -5.41 -0.25 -0.731
H -3.79 -5.77 1.59 0.192
H -2.47 -6.86 1.16 0.174
H -2.12 -5.18 1.63 0.159
H -2.17 -5.48 -0.69 0.458
C 1.34 6.64 0.21 -0.253
O 2.73 6.91 0.25 -0.717
H 0.92 7.01 1.15 0.183
H 0.85 7.17 -0.61 0.162
H 1.13 5.57 0.13 0.166
H 3.12 6.61 -0.57 0.459
C 1.15 1.38 1.21 -0.247
O 1.81 0.46 2.06 -0.740
H 1.59 1.27 0.22 0.173
H 0.08 1.16 1.14 0.152
H 1.28 2.41 1.53 0.190
H 1.44 0.54 2.94 0.475
C 3.93 1.30 4.73 -0.245
O 3.79 -0.12 4.72 -0.720
H 4.40 1.57 5.66 0.192
H 4.55 1.64 3.90 0.167
H 2.96 1.80 4.67 0.146
H 3.40 -0.38 3.88 0.461
```

---

The following is a quantum chemistry calculation of a molecular structure, CHBrN2O3 in a non-equilibrium geometry, from the Open Molecules 2025 dataset.

## Properties
ΔE to the lowest compared entry with this formula, charge and spin ... 19.8 kJ/mol
Multiplicity ... 3
HOMO (alpha / beta) ... -8.549 / -11.402 eV
Electronic energy ... -2947.6760 a.u.
HOMO-LUMO gap (alpha / beta) ... 7.35 / 8.67 eV

XYZ file:
```
8
Properties=species:S:1:pos:R:3:nbo_charge:R:1
C -0.65 0.00 0.06 -0.105
N -0.89 -0.39 1.73 0.054
N -0.99 1.33 -0.21 0.431
O -0.03 2.05 -0.46 -0.329
O -1.36 0.45 2.37 -0.174
O -2.16 1.66 -0.16 -0.324
Br -1.89 -1.33 -0.45 0.154
H 0.46 -0.37 -0.10 0.292
```

---

The following is a quantum chemistry calculation of 2 unconnected molecules or ions with the total composition C3H12NO2 in a non-equilibrium geometry, from the Open Molecules 2025 dataset.

## Properties
Total charge ... +1
ΔE to the lowest compared entry with this formula, charge and spin ... 95.3 kJ/mol
HOMO ... -14.815 eV
Electronic energy ... -326.4768 a.u.
HOMO-LUMO gap ... 11.28 eV

XYZ file:
```
18
Properties=species:S:1:pos:R:3:nbo_charge:R:1
C 0.15 -0.20 1.15 -0.094
O -1.29 -0.43 1.15 -0.736
C 0.46 1.10 0.32 -0.084
C 1.96 1.11 0.11 -0.649
N -0.45 1.01 -0.85 -0.683
H 0.38 -0.02 2.19 0.223
H 0.72 -1.02 0.72 0.184
H -1.37 -1.20 0.55 0.505
H 0.12 1.96 0.90 0.228
H 2.48 1.02 1.07 0.272
H 2.28 1.80 -0.70 0.245
H 2.23 0.20 -0.45 0.214
H -0.12 0.22 -1.43 0.426
H -1.38 0.74 -0.48 0.474
H -0.42 1.79 -1.50 0.445
H -1.40 -3.29 -0.79 0.502
H -2.45 -2.29 -1.37 0.494
O -1.91 -2.49 -0.60 -0.967
```